Formula: C52H138NNiO18
Source: the OMol25 dataset
Level of theory: the ωB97M-V functional and the def2-TZVPD basis

XYZ file:
```
210
Properties=species:S:1:pos:R:3:forces:R:3:lowdin_charge:R:1
C -26.12982 5.94397 -1.88518 0.28 -0.73 -0.29 -0.4709
H -33.51368 6.61185 -2.42024 -0.03 0.10 -0.41 0.0836
C -35.57532 8.49511 -1.58306 0.79 -0.27 -0.58 -0.0284
H -26.46393 14.71265 -9.63538 -0.06 -0.54 -0.14 0.0488
O -30.10746 14.05023 0.24788 -0.58 -0.48 0.16 -0.1282
O -30.10384 6.55573 -9.17653 0.09 -0.23 1.00 -0.0390
H -28.84554 12.74701 -6.45537 0.02 0.22 -0.02 0.0891
O -29.61480 11.98815 -1.98772 0.38 0.58 -1.10 -0.2829
H -27.24770 10.90495 -9.83060 0.01 0.11 0.26 0.0597
H -27.34888 13.97401 -11.61162 -0.10 0.02 -0.15 0.0966
C -25.25674 7.46560 -7.14593 -0.60 1.72 1.19 -0.4839
O -32.45110 17.22400 -1.77508 0.07 0.11 0.97 -0.1074
H -25.87882 14.68820 -6.83963 -0.22 0.26 -0.06 0.0707
H -32.04241 12.59190 -8.70795 -0.29 0.35 0.09 0.0682
H -32.71104 11.04455 -0.20381 0.36 -1.19 -0.43 0.0505
O -29.36738 8.91307 -2.32939 0.22 -1.56 0.64 -0.1436
H -32.85226 13.77417 0.58051 1.20 -0.22 -0.23 0.1233
H -35.97701 7.69136 -2.20010 -0.13 0.00 0.00 0.0796
H -29.39999 8.04421 0.68466 -0.25 -0.37 -0.16 0.0745
C -25.28697 12.61347 -12.17281 -0.81 -1.58 -0.19 -0.0455
H -34.09032 11.22467 1.66933 0.05 -0.05 -0.21 0.0728
H -31.13128 13.87701 -3.60044 0.41 -0.12 0.28 0.0474
H -29.75588 12.11951 -11.93601 0.57 0.15 0.44 0.0654
H -23.95039 15.32475 -1.83974 0.27 0.03 -0.41 0.0799
O -32.17415 11.80717 0.02366 0.28 1.19 -0.22 -0.1185
C -28.94311 14.77444 -0.04026 0.65 0.59 -0.98 -0.4601
H -34.95589 13.53782 -0.52328 0.15 0.19 -0.22 0.0978
C -31.72297 7.67948 -10.58951 0.46 0.45 -0.06 -0.0475
H -26.94984 11.72179 -1.97398 -0.10 0.02 0.02 0.0542
C -26.61756 12.15517 -11.48810 2.21 0.99 1.10 -0.4128
C -24.55083 15.11609 0.65780 -0.78 0.02 0.54 -0.0436
C -29.33652 18.49355 -7.95523 0.06 0.17 -0.97 -0.0505
H -26.07512 15.21571 -0.83532 -0.64 -0.61 0.13 0.1296
O -26.22940 18.71854 -5.56872 0.66 1.03 0.10 -0.0523
C -30.39106 11.78091 -11.11747 -0.64 0.87 -0.19 -0.0409
C -32.63547 16.08658 -2.56119 0.36 -0.23 -1.95 -0.1890
H -35.99420 9.44354 -1.91939 -0.26 -0.06 0.26 0.0722
C -33.16929 12.75792 0.34638 -1.29 0.67 2.48 -0.4972
O -26.19777 15.16631 -8.83229 -0.02 0.71 0.50 -0.1277
H -27.63734 9.10778 0.21812 -0.22 0.42 0.05 0.0423
H -32.59415 12.58308 -12.17620 -0.18 -0.04 -0.26 0.0897
C -28.68028 17.15385 -8.25057 -0.16 0.22 1.19 -0.4774
H -28.45657 14.17755 -4.24102 0.14 -0.11 -0.14 0.0626
H -35.44572 11.47037 -7.02942 0.09 -0.03 -0.21 0.0795
H -29.88132 16.59882 -0.78306 -0.04 0.14 -0.09 0.0802
H -28.20342 7.65389 -3.61089 0.33 0.30 0.32 0.0570
C -33.82036 12.28070 1.66539 0.36 0.48 0.65 -0.0698
O -24.00155 6.90022 -6.88229 0.43 -0.60 -0.18 -0.0441
O -30.12680 9.85279 0.03815 -0.74 -0.84 1.18 -0.2005
H -29.88006 11.39573 -10.23508 0.28 0.01 -0.22 0.0692
H -32.52986 15.12202 -2.06463 -0.35 0.42 0.70 0.0613
C -34.91300 12.80222 -5.39118 1.97 -0.03 -0.30 -0.5128
H -33.37055 12.97967 -9.94012 0.22 0.66 0.51 0.0822
H -31.03190 9.75646 -8.67380 -0.15 -0.16 -0.46 0.0625
H -33.59431 13.06432 -1.66318 -0.51 -0.07 -0.32 0.0755
C -27.63594 13.55717 -3.88076 -0.30 -0.41 0.37 -0.0137
C -32.41006 12.50881 -9.73070 0.21 -0.56 -0.05 -0.0567
H -35.81460 8.30727 -0.53637 -0.09 0.00 -0.03 0.0825
C -25.90831 7.38678 -1.52132 -0.27 0.34 0.57 -0.0645
H -30.47348 8.78679 1.84097 0.31 0.78 0.02 0.0674
H -26.82096 7.96354 -1.37127 -0.13 -0.11 -0.15 0.0501
H -25.96140 6.33257 -5.50125 -0.25 -0.07 0.13 0.0752
H -26.56644 4.94522 0.07321 0.11 0.57 0.11 0.0749
C -30.32070 8.62066 0.77460 0.34 0.52 0.54 -0.0966
H -29.85246 9.59832 -0.84592 0.10 -0.28 -0.70 0.0229
C -34.04948 8.60907 -1.77090 -0.49 0.10 0.64 -0.4632
H -27.72736 14.70515 1.77125 0.02 0.04 -0.04 0.0647
H -26.88088 11.81449 -5.74860 0.74 -0.20 0.49 0.1016
H -29.87188 16.26140 -6.72566 -0.33 0.47 0.02 0.0762
H -29.85203 7.14530 -3.40086 -0.16 -0.04 0.86 0.0835
H -25.48734 11.71695 1.98549 -0.03 -0.23 -0.57 0.0666
C -30.86333 8.69921 -8.46907 0.14 -0.55 1.13 -0.0601
H -27.15835 7.52313 -6.06803 0.00 0.06 0.08 0.0727
H -26.93682 16.28790 -5.08869 0.16 -0.03 -0.18 0.0558
H -23.61962 6.79343 -7.75656 0.55 -0.17 0.10 0.0890
H -26.78831 18.24128 -6.18633 -0.23 -0.22 -0.48 0.0328
H -24.55118 12.95649 -11.44547 -0.41 0.29 0.20 0.0818
H -36.71267 11.73953 -4.82750 -0.08 -0.12 -0.20 0.0842
O -28.03551 11.87987 0.72777 -0.63 -0.41 0.62 -0.1340
C -25.31116 14.50303 -0.52459 1.29 -0.38 0.46 -0.4588
C -25.04841 8.94628 -7.54288 -0.53 -0.15 0.13 -0.0577
H -25.76892 6.90938 -7.93105 -0.09 0.01 -0.19 0.1321
H -27.99130 5.47030 -0.87466 -0.03 -0.14 0.06 0.0699
H -26.28758 9.09428 1.31144 0.00 -0.05 0.29 0.0847
H -34.00666 12.95360 -4.80490 0.69 -0.21 -0.29 0.0977
H -26.99843 4.01766 -1.27141 -0.24 0.14 -0.46 0.0731
H -34.56717 11.83527 -0.70573 -0.46 -0.08 -1.05 0.0761
H -28.25450 14.02631 -0.43297 0.12 0.17 -0.07 0.0951
O -24.82702 5.35961 -2.05250 -0.10 -0.88 0.65 -0.0638
C -26.10360 7.35537 -5.85016 0.52 -0.44 -0.79 -0.0507
H -26.91496 16.43801 -7.75636 0.05 -0.31 -0.60 0.0435
O -33.55407 9.41009 -0.70196 0.09 1.08 0.13 -0.0873
C -34.58022 12.05672 -6.72087 -0.25 0.46 1.11 -0.0235
H -32.66577 11.45571 -9.84764 0.28 -0.37 -0.17 0.0691
H -24.59275 9.53686 -6.74809 0.08 -0.34 0.32 0.0801
H -33.66548 8.85772 0.07526 0.10 0.10 0.38 0.0903
H -25.12332 15.18651 1.58267 -0.43 -0.34 -0.07 0.0709
O -27.07900 13.38589 -10.90249 -0.83 0.10 0.79 -0.1023
C -33.21782 7.37263 -1.69789 0.14 -1.73 -0.77 -0.0570
H -25.64509 15.89802 -3.92866 0.04 -0.10 0.03 0.0557
O -27.49793 17.15081 -7.48494 0.53 0.56 0.47 -0.0843
C -26.92337 9.75725 0.72462 0.39 -0.28 0.14 -0.0515
H -25.32419 7.45338 -0.60346 0.03 -0.04 0.08 0.0865
H -25.65315 11.68412 -9.57969 -0.13 0.13 -0.01 0.0708
H -23.67011 14.52689 0.91334 0.26 0.20 -0.25 0.0842
H -26.73446 12.43339 2.89529 -0.37 -0.07 0.15 0.0769
H -34.68777 14.59748 -6.09343 0.05 -0.07 -0.01 0.0851
H -23.49446 13.70370 -1.39595 -0.07 -0.21 0.13 0.0924
H -29.69534 6.00124 -9.84531 -0.12 0.33 -0.31 0.0910
H -29.54365 18.65955 -6.89804 -0.03 -0.25 -0.04 0.0876
H -24.82329 13.97281 -2.56700 -0.03 -0.12 0.09 0.0698
C -26.90188 11.33123 -2.99048 -0.28 0.33 0.92 -0.0384
C -30.54009 11.80388 -4.25048 0.88 1.40 -1.42 -0.4014
C -30.51442 7.82162 -9.64039 -0.78 0.54 -1.00 -0.5075
H -33.28166 6.80849 -0.76742 -0.29 0.38 0.48 0.0860
C -29.20864 8.02509 -3.41126 -0.72 0.24 -1.09 -0.1254
H -32.32863 17.97871 -2.35560 -0.01 -0.03 0.00 0.0843
H -24.39324 9.08334 -8.40316 -0.16 -0.21 -0.26 0.0693
H -30.95332 10.98943 -11.61300 -0.34 -0.29 0.40 0.0689
C -30.89699 13.34678 -4.52351 -1.66 -0.76 0.83 -0.0141
H -29.21673 9.80536 -2.64992 0.06 1.32 -0.68 0.0296
H -33.87387 9.13721 -2.70810 0.27 0.11 0.08 0.1235
H -32.15623 7.57085 -1.84564 -0.04 0.30 -0.10 0.0736
C -27.94966 12.03645 -3.87523 -0.37 -0.91 -0.12 -0.4338
H -27.42009 11.81898 -12.14464 0.41 -0.45 -0.21 0.1214
C -35.73370 12.01342 -4.43417 -1.34 -0.27 0.34 -0.0575
C -29.56017 16.03499 -7.74531 -0.52 -0.40 0.33 -0.0512
H -30.31460 14.02333 -5.14897 0.79 -0.66 0.09 0.0554
H -28.59059 11.20373 -7.22236 -0.40 -0.28 -0.10 0.0962
H -29.07909 15.07428 -7.56178 0.39 -0.13 -0.80 0.0636
H -25.81978 10.25862 -10.58564 0.04 0.12 -0.39 0.0770
H -28.33667 16.17564 -1.57174 0.07 0.34 0.05 0.0616
H -29.77834 15.34470 -2.04546 -0.11 -0.39 0.30 0.0639
H -31.85959 13.36369 -5.03459 -0.31 -0.24 -0.20 0.0527
C -27.51451 10.87204 1.58956 1.10 -0.95 -0.18 -0.4447
C -24.35033 14.32839 -1.65159 0.52 1.14 -0.93 -0.0648
C -31.80499 10.93954 -3.80618 1.18 1.04 0.61 0.0017
C -29.27710 15.78470 -1.18333 0.81 -0.31 0.77 -0.0211
O -32.03244 13.32057 -11.92680 -0.46 0.42 -1.18 -0.0470
H -29.11711 15.76796 1.93927 -0.21 -0.09 -0.21 0.0780
H -30.43930 15.91949 -8.37926 -0.11 -0.20 0.07 0.0783
H -31.49748 6.94651 -11.36412 -0.18 -0.04 -0.03 0.0745
H -25.32967 7.86916 -2.30909 0.00 0.07 -0.09 0.0764
C -26.98622 5.05176 -0.92706 1.05 0.51 -0.46 -0.0287
H -26.26260 10.17585 -0.03450 -0.03 0.15 -0.18 0.0771
H -27.04090 10.25285 -2.91394 -0.28 -0.08 -0.20 0.0678
H -25.51711 13.38538 -12.90718 0.28 -0.06 -0.08 0.0765
C -28.36359 15.41093 1.23722 0.01 0.18 -0.78 -0.0315
O -35.37516 14.10862 -5.63502 -1.30 0.37 0.02 -0.0378
H -27.24824 12.35677 0.45502 0.24 0.78 -0.75 0.0358
H -34.67369 12.84640 2.03946 -0.38 0.22 -0.68 0.0757
C -28.83590 11.67299 -6.26963 -0.42 0.06 1.52 -0.1756
C -26.42771 11.47344 2.47997 0.19 0.48 0.44 -0.0573
H -31.87768 16.02528 -3.34228 0.49 0.07 -0.10 0.0609
H -31.55368 9.87975 -3.76404 0.27 -0.01 -0.11 0.0687
H -35.93381 12.53053 -3.49574 0.21 0.29 -0.05 0.0793
H -24.33642 16.16425 0.44932 0.52 -0.11 -0.26 0.0855
H -30.78084 14.73096 0.31706 -0.93 -0.22 0.29 0.0925
H -30.04434 8.66375 -7.75067 0.09 0.00 0.11 0.0709
H -30.84077 13.84758 -10.47072 0.19 -0.18 0.33 0.1323
N -29.33350 11.63314 -3.38767 -0.44 -1.29 1.45 -0.1333
H -32.65136 7.43163 -10.07494 0.22 -0.41 0.24 0.0805
H -26.59532 5.90496 -2.87000 -0.44 0.00 -0.10 0.1089
H -25.09436 19.13856 -3.17816 -0.73 -0.09 -0.38 0.0785
H -24.67868 17.33532 -5.71520 0.32 0.17 -0.19 0.1305
H -30.08320 10.15711 -5.54161 -0.43 -0.21 -0.17 0.0882
H -29.57878 8.54812 -4.29304 0.35 0.03 -0.40 0.0608
H -28.46686 17.09503 -9.31785 0.09 -0.21 -0.13 0.1390
H -26.72321 13.78304 -4.43212 -0.04 -0.15 -0.27 0.0639
H -26.12349 10.83983 3.31309 -0.34 -0.25 0.01 0.0819
H -35.20462 11.09973 -4.16333 0.08 -0.09 -0.17 0.0714
C -26.30635 11.19114 -10.29969 -0.76 0.35 -0.83 -0.0441
H -26.83370 17.16882 -3.59100 -0.02 0.00 0.15 0.0814
H -23.77546 19.16829 -4.27501 0.06 -0.05 -0.22 0.0711
H -32.64793 11.05596 -4.48736 0.19 0.21 -0.23 0.0547
H -32.14068 11.20487 -2.80368 0.07 0.20 0.08 0.0636
Ni -30.10674 11.93833 0.12812 0.20 -0.33 -0.32 0.7326
H -33.11145 12.46217 2.47324 0.41 -0.46 -0.05 0.0513
C -30.17711 11.23828 -5.64336 0.92 -0.19 -1.03 -0.1558
H -24.01902 17.82442 -3.19097 0.07 -0.46 -0.32 0.0612
H -26.01610 9.41620 -7.71847 -0.08 0.06 -0.33 0.0615
H -29.69141 8.34012 -10.13225 0.21 -0.19 -0.53 0.1265
H -27.55811 10.28924 -5.16121 -0.20 -0.06 0.08 0.1043
H -26.49349 13.36839 -7.83911 0.02 -0.14 0.03 0.0718
H -31.21874 8.05181 0.53368 0.12 0.07 -0.88 0.0636
H -24.79708 13.94688 -7.98915 0.08 -0.36 0.08 0.0851
C -25.83568 14.23749 -7.83114 0.36 -0.31 -0.27 -0.1250
H -25.77002 8.02274 -5.05552 0.08 0.18 -0.15 0.0709
H -30.90302 11.50806 -6.41041 -0.75 -0.30 0.37 0.1005
H -25.04549 12.60318 -0.19290 0.15 -0.08 -0.03 0.0956
H -28.68618 19.29330 -8.30959 0.07 0.06 0.10 0.0840
H -28.29600 10.43391 2.21037 -0.38 0.49 -0.05 0.1122
H -34.32708 12.79198 -7.48469 -0.04 -0.10 -0.06 0.0582
H -31.73180 8.27051 -7.96900 -0.16 0.19 0.13 0.0884
C -26.23018 16.70439 -4.37086 0.32 0.05 0.26 -0.0657
C -31.36731 12.93959 -10.76465 0.21 -1.05 0.33 -0.4855
H -30.24376 18.55465 -8.55629 -0.27 0.13 0.24 0.0807
O -25.80690 13.18412 -0.25886 -0.96 0.52 0.56 -0.0777
C -34.14954 12.84102 -0.75217 -0.42 -0.63 -0.13 -0.0574
H -24.33123 5.77845 -2.75986 -0.25 0.23 -0.08 0.0796
C -27.74331 11.35862 -5.26228 0.01 1.46 -0.61 -0.1474
H -24.81327 11.74541 -12.63126 0.01 0.08 -0.50 0.0742
C -24.53744 18.50389 -3.86748 0.48 0.24 -0.25 -0.0526
H -33.54498 16.14991 -3.15859 -0.55 -0.32 0.40 0.0815
H -33.71360 11.41542 -6.56023 -0.07 -0.21 -0.13 0.0606
H -31.94791 8.63067 -11.07193 0.22 0.14 -0.17 0.0598
C -25.34024 17.80037 -4.98433 -1.08 -0.43 1.57 -0.4729
H -27.80035 16.28195 0.90227 0.37 0.07 0.29 0.0751
H -25.87514 11.47913 -3.32517 0.00 0.25 -0.39 0.0882
H -27.42989 13.87430 -2.85848 -0.16 0.00 0.19 0.0649
```
Forces are in eV/Å.

Computed properties:
frontier orbital gap (spin up / spin down) = 2.507 / 6.812 eV
multiplicity = 4
LUMO energy (spin up / spin down) = 0.21 / 0.21 eV
strongest force on any atom = 0.056 hartree/bohr
E = -135542.2199 eV
total charge = 0

***

Formula: C9H18N3O
Source: the OMol25 dataset
Level of theory: the ωB97M-V functional and the def2-TZVPD basis

XYZ file:
```
31
Properties=species:S:1:pos:R:3:forces:R:3:lowdin_charge:R:1
H 0.76124 -0.17426 0.97480 -0.28 -1.55 -0.06 0.0079
C -0.44026 1.30821 -0.10693 2.17 1.02 -0.47 -0.1802
H -0.20634 3.53189 0.28480 0.53 -1.26 -0.39 0.1778
H 0.56370 -3.81602 0.84815 0.49 0.55 -0.76 0.0841
C 1.58579 -3.43016 0.57607 -2.23 0.14 3.07 -0.1185
C -1.49969 -1.38205 -0.25042 4.65 -0.84 0.60 0.0441
H 2.62305 -1.75643 0.88799 -0.38 0.15 1.07 0.1076
H 0.65531 -2.53786 2.93725 -1.71 -0.25 0.67 0.0426
O -1.36687 -1.11731 -2.59012 0.26 0.78 -0.90 0.1892
H 1.69488 -3.25225 -0.43783 0.04 0.03 -2.05 0.0460
C -0.34433 2.63896 -0.36590 -1.30 1.53 1.60 0.0029
C 1.60793 -2.17243 2.72810 4.21 0.58 -0.01 -0.1370
C -1.27291 1.71634 -2.10581 0.84 0.59 -0.64 0.0353
H 2.15849 -4.30086 0.89700 0.98 0.47 0.25 0.0747
H -2.24200 4.46256 -1.88592 0.17 0.02 0.03 0.1144
N -0.89763 0.73598 -1.29354 -0.11 0.94 1.12 0.0921
H -1.05873 4.30487 -3.14168 0.43 -0.25 -1.19 0.0895
C -1.19359 4.23461 -2.09941 -1.06 -0.51 1.30 0.0531
H -1.65966 1.45331 -3.07477 -0.24 0.58 -0.18 0.1779
N 1.72568 -2.09386 1.26502 0.73 -1.44 -1.17 -0.2157
C -1.21687 -0.63550 -1.51948 -0.50 -1.58 1.57 -0.3937
H -1.21150 -2.42095 -0.45594 -0.93 0.11 0.06 0.1045
H -0.01244 1.08545 1.96768 -0.55 -0.49 0.11 0.1040
H 1.40945 1.35544 1.07491 -1.70 -0.39 -0.72 0.1377
H 2.37991 -2.93084 3.18115 -1.30 1.30 -0.62 0.1098
H -0.57895 4.95096 -1.58827 0.37 0.19 0.17 0.0978
H 1.86216 -1.13792 3.16948 -0.77 -1.65 -0.48 0.0999
N -0.90891 2.88473 -1.55366 -1.28 -0.18 -2.81 -0.0641
C 0.38495 0.80866 0.99499 2.43 1.38 1.65 -0.0432
H -0.84703 -1.13439 0.65422 -0.86 -0.01 -1.50 0.0904
H -2.45484 -1.17888 0.02806 -3.09 0.04 0.68 0.0692
```
Forces are in eV/Å.

Computed properties:
frontier orbital gap = 8.122 eV
energy above the lowest of the compared OMol25 structures with the same formula, charge and spin = 20.0 kcal per mole
LUMO energy = -3.71 eV
strongest force on any atom = 0.093 hartree/bohr
E = -16134.7186 eV
total charge = +1

***

- Which formula does entry 2 have?
  C9H18N3O

***

- strongest force on any atom of number 2 (C9H18N3O)?
  0.093 hartree/bohr